1.
DFT (wB97M-V/def2-TZVPD) results for C4H4N2O in the gas phase.

```
11
Properties=species:S:1:pos:R:3:lowdin_charge:R:1
O 2.71 -0.94 0.12 0.0578
C 1.78 -0.22 -0.16 -0.2370
C 0.33 -0.50 -0.12 -0.2192
C -0.40 -0.72 1.03 -0.0854
N -1.58 -0.02 1.00 0.0656
C -1.58 0.60 -0.16 -0.1858
N -0.46 0.34 -0.88 0.0748
H 1.91 0.87 -0.37 0.1297
H -0.10 -1.28 1.90 0.1182
H -2.32 1.30 -0.52 0.1223
H -0.29 0.58 -1.84 0.1590
```

The spin multiplicity is 1. As for the energy above the lowest of the compared OMol25 structures with the same formula, charge and spin: 0.9181 eV. The molar mass comes out at 96.09 g mol⁻¹. The charge is 0. The LUMO energy is 0.352 eV. For the largest force on an atom, the calculation gives 0.6 eV/Å. The HOMO energy is -9.49 eV.

***

2.
DFT (wB97M-V/def2-TZVPD) results for FNO3 in the gas phase at a distorted geometry.

```
5
Properties=species:S:1:pos:R:3:lowdin_charge:R:1
O -1.21 0.97 0.00 0.2071
N -0.72 -0.08 0.00 -0.3521
O -1.16 -1.14 0.00 0.2207
O 0.84 0.38 -0.01 0.0148
F 2.26 -0.13 0.00 -0.0905
```

The spin multiplicity is 1. As for the energy above the lowest of the compared OMol25 structures with the same formula, charge and spin: 1.2865 eV. The molar mass comes out at 81.00 g mol⁻¹. The charge is 0. The LUMO energy is -2.300 eV. For the largest force on an atom, the calculation gives 2.8 eV/Å. The HOMO energy is -12.42 eV.

***

3.
DFT (wB97M-V/def2-TZVPD) results for a molecular structure, C28H24N6O3Re.

```
62
Properties=species:S:1:pos:R:3:lowdin_charge:R:1
Re -0.24 -0.52 -0.65 1.6961
O 6.32 1.44 -1.66 -0.0336
C 6.03 0.07 -1.61 -0.1884
C 4.56 -0.10 -1.35 -0.1198
C 4.02 -1.35 -1.06 0.0398
C 2.67 -1.47 -0.84 -0.0579
N 1.85 -0.40 -0.89 -0.0683
C 2.36 0.83 -1.15 -0.1729
C 3.70 1.00 -1.38 0.0923
C 1.38 1.93 -1.09 -0.1706
C 1.71 3.26 -1.24 0.0887
C 0.73 4.24 -1.09 -0.1205
C 1.08 5.70 -1.20 -0.1874
O 2.41 5.90 -1.59 -0.0261
C -0.57 3.83 -0.77 0.0352
C -0.84 2.49 -0.64 -0.0680
N 0.11 1.55 -0.82 -0.0809
H 7.26 1.58 -1.81 0.1173
H 6.59 -0.45 -0.83 0.1468
H 6.25 -0.43 -2.57 0.1515
H 4.64 -2.23 -1.00 0.1420
H 2.20 -2.41 -0.62 0.1226
H 4.12 1.98 -1.59 0.1292
H 2.72 3.58 -1.45 0.1306
H 0.94 6.14 -0.21 0.1499
H 0.36 6.20 -1.86 0.1475
H 2.45 6.23 -2.50 0.1137
H -1.36 4.55 -0.61 0.1411
H -1.83 2.13 -0.37 0.1163
N -2.36 -0.54 -1.01 -0.0054
C -3.20 -0.55 0.20 -0.2225
C -4.35 0.11 0.21 0.0077
C -5.35 -0.10 1.26 -0.0422
C -5.21 -1.13 2.09 0.0126
C -3.98 -1.98 2.09 -0.2119
C -2.74 -1.51 1.26 -0.2119
C -1.50 -1.03 2.01 -0.1229
C -1.42 -1.12 3.40 0.0127
C -0.33 -0.63 4.10 -0.0224
C 0.71 0.00 3.44 -0.0485
C 0.67 0.10 2.06 -0.0906
C -0.42 -0.43 1.35 -0.2335
H -2.70 0.17 -1.65 0.1220
H -2.53 -1.44 -1.48 0.1259
H -4.63 0.73 -0.64 0.1263
H -6.22 0.54 1.28 0.1157
H -5.97 -1.36 2.82 0.1262
H -3.73 -2.23 3.11 0.1311
H -2.22 -1.58 3.96 0.1152
H -0.31 -0.72 5.18 0.1259
H 1.55 0.41 3.98 0.1211
H 1.49 0.59 1.54 0.0933
N -0.33 -4.55 -1.54 0.1973
C -0.97 -3.59 -0.86 -0.3989
O -0.33 -2.41 -0.92 -0.2537
C -2.16 -3.80 -0.20 -0.1085
C -2.71 -5.11 -0.36 -0.1981
N -3.15 -6.16 -0.53 0.2032
C -2.89 -2.94 0.73 -0.1944
N -4.00 -3.24 1.30 0.2234
H 0.42 -4.32 -2.16 0.1208
H -0.72 -5.49 -1.57 0.1188
```

The spin multiplicity is 4. As for the energy above the lowest of the compared OMol25 structures with the same formula, charge and spin: 2.9941 eV. The molar mass comes out at 678.75 g mol⁻¹. The charge is +2. The LUMO energy (spin up / spin down) is -7.136 / -7.792 eV. For the largest force on an atom, the calculation gives 0.5 eV/Å. The HOMO energy (spin up / spin down) is -13.35 / -13.35 eV.

***

4.
DFT (wB97M-V/def2-TZVPD) results for a molecular structure, C34H40ClIN3O2P2Sn.

```
84
Properties=species:S:1:pos:R:3:lowdin_charge:R:1
Sn 0.91 -0.66 0.05 0.7041
I 2.62 -0.98 2.30 0.0431
C -5.64 -0.56 -0.93 -0.1720
N -4.95 -0.62 -2.28 -0.1887
C -4.19 0.68 -2.44 -0.1699
N -3.36 1.02 -1.35 -0.1437
C -4.13 1.05 -0.11 -0.1742
N -4.80 -0.22 0.15 -0.1486
C -3.83 -1.23 0.63 -0.3012
P -2.18 -1.41 -0.28 0.9862
C -3.99 -1.78 -2.31 -0.1819
C -2.10 0.27 -1.15 -0.3393
H -6.12 -1.53 -0.79 0.1274
H -6.41 0.22 -1.03 0.1240
H -5.67 -0.65 -3.00 0.1461
H -4.95 1.46 -2.55 0.1239
H -3.62 0.59 -3.36 0.1285
H -4.89 1.84 -0.18 0.1217
H -3.45 1.26 0.71 0.1237
H -4.33 -2.20 0.62 0.0772
H -3.61 -0.97 1.66 0.0709
H -4.60 -2.68 -2.19 0.0169
H -3.56 -1.79 -3.32 0.0165
H -1.63 0.13 -2.12 0.0732
H -1.46 0.92 -0.56 0.0282
C -0.72 1.00 2.60 -0.1568
O -1.60 0.29 1.75 -0.3111
C -1.08 -0.92 1.16 -0.8014
C -1.07 -2.04 2.18 -0.1634
H 0.32 0.82 2.36 -0.0269
H -0.88 0.73 3.65 0.0837
H -0.92 2.07 2.48 0.0755
H -2.05 -2.15 2.67 0.0680
H -0.33 -1.87 2.97 0.0343
H -0.83 -2.99 1.71 0.0479
O 0.23 2.61 -0.06 -0.3601
P 1.17 3.50 -0.78 0.7602
C 0.30 4.55 -1.97 -0.2608
C -1.08 4.65 -1.82 -0.0589
C -1.82 5.44 -2.69 -0.0801
C -1.18 6.13 -3.71 -0.0950
C 0.20 6.03 -3.87 -0.0888
C 0.94 5.23 -3.00 -0.0895
C 2.03 4.59 0.38 -0.2669
C 2.70 5.76 0.00 -0.0827
C 3.28 6.57 0.97 -0.0900
C 3.21 6.21 2.31 -0.0927
C 2.56 5.05 2.69 -0.0716
C 1.97 4.24 1.73 -0.0507
C 2.45 2.68 -1.75 -0.2895
C 3.80 2.75 -1.43 -0.0652
C 4.73 2.05 -2.19 -0.0789
C 4.31 1.28 -3.26 -0.0841
C 2.96 1.20 -3.57 -0.0777
C 2.03 1.89 -2.82 -0.0980
H -1.56 4.09 -1.03 0.1053
H -2.89 5.51 -2.57 0.1004
H -1.75 6.75 -4.39 0.0974
H 0.70 6.55 -4.67 0.0988
H 2.01 5.13 -3.14 0.1055
H 2.75 6.04 -1.04 0.0971
H 3.80 7.47 0.67 0.0981
H 3.65 6.86 3.06 0.0980
H 2.51 4.77 3.73 0.1046
H 1.45 3.33 2.00 0.1026
H 4.12 3.34 -0.58 0.1034
H 5.78 2.10 -1.93 0.1005
H 5.03 0.74 -3.85 0.0997
H 2.63 0.57 -4.40 0.1041
H 0.97 1.81 -3.05 0.1130
Cl -0.91 -4.34 -2.21 0.6307
C -0.28 -4.71 -0.62 -0.6168
C -0.83 -5.81 0.04 -0.1405
C -0.31 -6.23 1.25 -0.1218
C 0.77 -5.54 1.79 -0.1066
C 1.29 -4.44 1.14 -0.0881
C 0.78 -3.97 -0.09 -0.3661
C 1.35 -2.78 -0.73 -0.3708
H -1.66 -6.33 -0.42 0.0896
H -0.73 -7.10 1.75 0.0866
H 1.20 -5.86 2.73 0.0942
H 2.11 -3.89 1.58 0.0456
H 1.10 -2.72 -1.79 -0.0062
H 2.44 -2.76 -0.62 0.0212
```

The spin multiplicity is 1. As for the energy above the lowest of the compared OMol25 structures with the same formula, charge and spin: 1.0692 eV. The molar mass comes out at 865.73 g mol⁻¹. The charge is -1. The LUMO energy is 2.252 eV. For the largest force on an atom, the calculation gives 0.6 eV/Å. The HOMO energy is -3.04 eV.

***

5.
DFT (wB97M-V/def2-TZVPD) results for a molecular structure, CH4O2S at a distorted geometry.

```
8
Properties=species:S:1:pos:R:3:lowdin_charge:R:1
C 1.00 0.13 0.30 -0.2369
O 0.56 -0.87 -0.49 -0.1486
O -1.12 -1.08 -0.07 -0.6152
S -1.97 0.18 0.18 0.8384
H 1.03 -0.09 1.36 0.0904
H 0.43 1.03 -0.05 0.0575
H 2.01 0.23 -0.12 0.1122
H -1.95 0.48 -1.11 -0.0979
```

The spin multiplicity is 1. As for the energy above the lowest of the compared OMol25 structures with the same formula, charge and spin: 4.6499 eV. The molar mass comes out at 80.11 g mol⁻¹. The charge is 0. The LUMO energy (spin up / spin down) is -0.627 / -0.630 eV. For the largest force on an atom, the calculation gives 2.9 eV/Å. The HOMO energy (spin up / spin down) is -9.52 / -9.52 eV.

***

6.
DFT (wB97M-V/def2-TZVPD) results for C6H9N3O2S in the gas phase at a distorted geometry.

```
21
Properties=species:S:1:pos:R:3:lowdin_charge:R:1
C 0.91 1.82 0.68 -0.0913
C -0.80 3.22 0.97 -0.0485
C -0.13 1.06 0.26 -0.1846
C -1.28 1.95 0.48 -0.3178
C -0.28 -1.17 -0.89 -0.2242
C 0.34 -3.66 -0.14 -0.1292
N 0.52 3.02 1.15 0.0088
N 0.25 -0.11 -0.28 0.0021
N -2.56 1.76 0.20 0.1136
O 2.22 -1.90 -1.13 -0.3520
O 0.51 -2.78 -2.79 -0.3362
S 0.89 -2.39 -1.44 0.6388
H 1.96 1.59 0.56 0.1324
H -1.18 4.15 1.39 0.1244
H -1.28 -1.56 -0.64 0.1102
H -0.35 -2.98 0.56 0.0885
H -0.32 -4.33 -0.66 0.0342
H 1.29 -4.08 0.40 0.0938
H 1.12 3.77 1.46 0.1539
H 1.24 0.04 -0.59 0.1514
H -3.09 2.58 0.45 0.0316
```

The spin multiplicity is 1. As for the energy above the lowest of the compared OMol25 structures with the same formula, charge and spin: 5.5471 eV. The molar mass comes out at 187.22 g mol⁻¹. The charge is 0. The LUMO energy (spin up / spin down) is -0.333 / 0.309 eV. For the largest force on an atom, the calculation gives 3.0 eV/Å. The HOMO energy (spin up / spin down) is -6.68 / -7.54 eV.